Here is a molecular structure, C27H46B2N6O2S3Sr from the OMol25 dataset. Energies are from ωB97M-V/def2-TZVPD.

The value obtained for the LUMO energy is 0.52 eV. The value obtained for the molar mass is 692.15 Da.

Last column: natural (NBO) charge in e.
Positions of all 87 atoms, in Å:
H: -6.10151 0.54645 -0.38876  0.212
H: 0.12381 -4.85276 0.39677  0.213
H: 3.53983 3.39447 3.18418  0.214
C: 2.23346 3.70088 -2.11791  -0.036
O: -1.01255 -3.08300 2.25139  -0.775
C: 1.97483 5.42581 2.04311  -0.627
C: -1.86650 -5.33040 2.45481  -0.621
H: 2.77712 -3.72065 -1.35238  0.212
C: -5.22014 0.85999 -0.95094  -0.627
H: -3.44546 2.19192 1.72703  0.216
H: -0.86109 -5.02520 4.98763  0.203
C: 2.56974 -2.78673 -3.85915  -0.614
H: 2.06614 2.70301 2.49210  0.235
C: -0.94281 -4.10024 4.41369  -0.630
B: 0.23016 -2.45617 2.03075  0.264
C: 3.03584 3.13131 2.25310  -0.628
H: 3.98350 4.63945 -1.19400  0.232
N: 0.52218 1.00955 -2.80944  -0.546
C: 1.32734 0.09345 -2.21958  0.290
H: -5.55302 1.26744 -1.90720  0.209
H: 1.92111 -2.47118 -0.46992  0.233
H: 3.39799 -2.06191 -1.34823  0.238
H: 2.01525 -2.71192 -4.79536  0.207
H: 0.35067 -6.42244 1.18853  0.205
C: -1.93954 3.80577 -1.94967  -0.043
C: 4.26656 5.00799 1.20391  -0.620
H: 3.41798 -2.10279 -3.90200  0.222
H: 0.97447 5.03789 2.21324  0.248
C: 0.71181 -5.39343 1.14034  -0.636
H: -4.59482 -0.00928 -1.13349  0.249
H: 1.75131 -5.40528 0.80856  0.214
H: -3.86102 4.49146 -1.14970  0.231
H: 4.97950 4.30843 0.76607  0.217
N: 1.13297 -1.09321 -2.86169  -0.378
H: -6.27910 2.72073 0.66342  0.226
C: 1.68763 -2.47318 -2.65159  0.148
C: -0.80616 -4.34636 2.91397  0.223
C: 0.49365 -3.43164 -2.57988  -0.615
H: 2.40797 5.71685 3.00162  0.211
H: 2.95281 -3.80442 -3.77341  0.217
C: -2.20631 1.70353 -1.31282  0.328
H: -1.44047 4.64473 -2.40060  0.232
H: 2.45094 -5.64810 3.14136  0.215
H: 1.52204 -4.93898 4.46155  0.218
C: -0.14652 0.40170 -3.84996  -0.031
H: 4.22734 5.91316 0.59677  0.213
C: 1.44218 -5.47908 3.52034  -0.626
H: -3.39915 0.52390 1.11202  0.240
N: 1.07478 3.21851 -1.54688  -0.546
H: -1.70139 -6.31759 2.89405  0.204
H: -2.84872 -4.97990 2.77459  0.215
C: -3.12678 3.73200 -1.32774  -0.082
C: -4.01350 1.41450 1.21183  -0.629
H: -4.88622 1.16596 1.81719  0.214
H: -0.17716 -3.14743 -1.76694  0.230
O: 1.23325 -3.39135 2.33016  -0.772
H: 4.64046 5.28635 2.18849  0.226
B: 0.09223 2.46308 -2.47538  0.603
C: 0.22434 -0.88590 -3.88798  -0.077
H: -0.08028 -3.47153 -3.50490  0.205
H: -0.18005 -3.40326 4.76243  0.218
H: 0.98437 -6.45253 3.71294  0.204
Sr: 0.21489 0.03429 0.83493  1.621
H: -0.07896 -1.67452 -4.54898  0.228
H: -1.92113 -3.65920 4.60810  0.215
H: 0.10086 3.06862 -3.52132  -0.055
H: 1.90981 6.31608 1.41516  0.210
H: -0.84099 0.94936 -4.46128  0.234
N: -3.30174 2.41592 -0.93119  -0.379
C: 3.01641 4.18162 -1.13927  -0.085
C: 0.64294 -4.69501 2.49618  0.246
S: -0.08577 3.00666 0.93484  -0.492
C: 1.14982 3.39953 -0.21067  0.333
N: 2.33842 4.00247 0.05626  -0.379
C: -4.48012 1.92933 -0.15037  0.155
H: -4.97005 3.89551 0.67146  0.216
H: -1.88046 -5.42957 1.37113  0.216
S: 2.47899 0.45537 -0.97783  -0.462
C: -5.43412 3.09895 0.08906  -0.621
H: 0.86404 -4.43684 -2.37839  0.221
H: 2.39374 3.64970 -3.17947  0.234
S: -1.99116 0.00203 -1.11096  -0.474
C: 2.49765 -2.66488 -1.37519  -0.620
H: 3.63973 2.38660 1.73143  0.219
C: 2.88457 4.38532 1.39254  0.154
H: -5.82679 3.50920 -0.84213  0.213
N: -1.36786 2.55105 -1.94454  -0.544

***

Here is 5 unconnected molecules or ions with the total composition C7H21NO4 from the OMol25 dataset. Energies are from ωB97M-V/def2-TZVPD.

The energy relative to the best compared isomer or geometry (same formula, charge and spin) is 30.5 kcal per mole. The value obtained for the LUMO energy is 0.33 eV. Its SMILES is C=C/C(N)=C(\C)CC.O.O.O.O. The value obtained for the molar mass is 183.25 Da.

Last column: natural (NBO) charge in e.
Positions of all 33 atoms, in Å:
O: 0.52822 -2.30846 -1.94250  -0.938
H: -0.22482 2.39643 2.39127  0.380
H: 2.62138 1.29879 -1.81612  0.510
O: 1.44598 2.27142 -0.42822  -0.993
H: -3.41654 0.50392 -0.79257  0.207
H: 0.09137 -2.22762 -2.80734  0.467
H: -2.63939 -0.04585 1.42238  0.191
C: 0.00349 0.39318 1.72955  0.105
H: -1.58418 1.65502 1.85446  0.362
H: -1.13000 -2.53333 1.83028  0.189
H: 1.55690 2.90383 -1.13625  0.489
H: 3.24746 -0.41704 2.00517  0.189
H: 1.51623 0.68989 3.30283  0.213
H: -2.52043 -1.60543 0.77614  0.212
C: 2.27466 -0.28404 1.55622  -0.340
H: 0.55904 1.32739 -2.75037  0.490
H: -1.67415 0.78985 -1.18416  0.258
H: 1.86776 -0.00257 -2.38096  0.487
H: 2.14442 -0.68794 0.55731  0.205
N: -0.56472 1.68959 1.76212  -0.827
C: 1.33076 0.33717 2.29119  -0.240
C: -2.13159 -0.59805 0.61268  -0.434
C: -0.22803 -2.05446 1.45645  -0.626
H: 0.50318 -2.02277 2.26692  0.225
H: 0.70219 1.67226 -0.37463  0.514
H: 0.08001 -3.10983 -1.60743  0.473
O: 2.25555 0.84951 -2.59825  -0.975
H: -0.04292 -2.72408 0.63510  0.195
O: -0.29150 1.73404 -2.45463  -0.971
H: -0.87166 1.34945 -3.12302  0.459
H: -2.29212 -0.71987 -1.49034  0.193
C: -0.72750 -0.60866 1.17572  -0.033
C: -2.38903 0.08828 -0.73900  -0.637

***

Result set for energy: -76483.5112 -17277.5560 eV, one per record in the order listed.